Record 1
Below is 2 unconnected molecules or ions with the total composition C33H36BClO4S at a distorted geometry, with properties calculated with ωB97M-V/def2-TZVPD.

E_LUMO, eV: 0.1
Energy above the lowest of the compared OMol25 structures with the same formula, charge and spin, eV: 0.000
SMILES string: COc1ccc([C@H](B2OC(C)(C)C(C)(C)O2)c2ccc3c(c2)CCO3)cc1.Cc1ccc(-c2ccc(Cl)cc2)s1
M, g/mol: 574.979
E, Ha: -2463.291919
HOMO-LUMO gap, eV: 7.05
Highest occupied orbital energy, eV: -6.93

```
! RIJCOSX wB97M-V def2-TZVPD def2/J DEFGRID3
* xyz 0 1
C 3.360 1.216 6.097
O 3.594 1.890 4.847
C 2.821 1.582 3.773
C 3.041 2.373 2.623
C 2.240 2.200 1.521
C 1.210 1.229 1.483
C 0.326 1.260 0.263
B 1.300 1.400 -1.056
O 2.484 0.714 -0.888
C 2.888 0.279 -2.203
C 4.169 1.043 -2.494
C 3.209 -1.199 -2.093
C 1.635 0.664 -3.128
C 1.995 1.379 -4.412
C 0.698 -0.521 -3.426
O 0.885 1.632 -2.338
C -1.163 1.245 0.384
C -1.832 0.866 1.566
C -3.034 1.421 1.936
C -3.639 2.342 1.074
C -3.091 2.610 -0.205
C -1.886 2.027 -0.561
C -3.926 3.686 -0.837
C -4.923 4.061 0.271
O -4.696 3.135 1.404
C 1.073 0.379 2.588
C 1.819 0.581 3.743
H 4.185 1.559 6.723
H 2.403 1.526 6.537
H 3.388 0.126 5.989
H 3.824 3.132 2.656
H 2.395 2.881 0.683
H 0.458 2.370 -0.060
H 4.629 0.692 -3.426
H 3.996 2.123 -2.561
H 4.881 0.866 -1.676
H 3.602 -1.591 -3.043
H 3.972 -1.335 -1.313
H 2.319 -1.770 -1.802
H 2.632 0.748 -5.044
H 1.081 1.611 -4.975
H 2.524 2.315 -4.203
H 1.186 -1.295 -4.038
H 0.318 -0.993 -2.508
H -0.169 -0.149 -3.995
H -1.362 0.171 2.256
H -3.513 1.205 2.889
H -1.447 2.269 -1.532
H -3.344 4.561 -1.143
H -4.474 3.322 -1.714
H -5.967 3.937 -0.039
H -4.773 5.084 0.645
H 0.375 -0.460 2.550
H 1.622 -0.008 4.641
C -0.302 -5.104 -3.674
C -0.346 -4.283 -2.440
C 0.547 -4.363 -1.378
C 0.160 -3.597 -0.243
C -1.070 -2.956 -0.402
C -1.995 -2.608 0.635
C -3.298 -2.187 0.317
C -4.185 -1.829 1.320
C -3.783 -1.901 2.660
Cl -4.802 -1.273 3.888
C -2.529 -2.422 3.003
C -1.633 -2.773 2.001
S -1.615 -3.170 -2.083
H 0.445 -5.894 -3.553
H -1.274 -5.573 -3.867
H -0.025 -4.500 -4.546
H 1.413 -5.017 -1.418
H 0.717 -3.581 0.690
H -3.621 -2.160 -0.723
H -5.178 -1.459 1.076
H -2.259 -2.522 4.049
H -0.670 -3.218 2.255
*
```

***

Record 2
Below is a molecular structure, C18H32O4S4Sb2Tc at a distorted geometry, with properties calculated with ωB97M-V/def2-TZVPD.

E_LUMO (alpha / beta), eV: -5.9 / -7.9
<S²>: 3.79
Energy above the lowest of the compared OMol25 structures with the same formula, charge and spin, eV: 1.311
M, g/mol: 782.238
E, Ha: -3159.465088
HOMO-LUMO gap (alpha / beta), eV: 7.15 / 5.32
Highest occupied orbital energy (alpha / beta), eV: -13.07 / -13.26

```
! RIJCOSX wB97M-V def2-TZVPD def2/J DEFGRID3
* xyz 2 4
Tc 0.041 0.359 1.349
C 2.108 1.228 3.797
C 1.787 2.583 3.191
S 0.281 2.567 2.146
C 0.886 3.484 0.695
C 1.892 2.737 -0.170
S 1.455 0.987 -0.465
C 2.998 0.126 0.013
C 3.377 0.251 1.484
S 1.998 -0.152 2.618
H 1.410 0.958 4.589
H 3.117 1.221 4.210
H 2.603 2.951 2.572
H 1.609 3.309 3.983
H 1.322 4.408 1.077
H -0.013 3.737 0.134
H 2.892 2.760 0.260
H 1.936 3.191 -1.159
H 3.790 0.517 -0.625
H 2.814 -0.914 -0.262
H 3.717 1.255 1.727
H 4.178 -0.450 1.717
C -3.729 1.677 -2.538
Sb -1.659 2.134 -2.757
C -1.921 4.037 -3.688
C -1.215 1.070 -4.647
C -2.347 0.238 -5.113
C -3.424 0.867 -5.734
C -4.550 0.171 -6.127
C -4.650 -1.217 -5.901
C -3.613 -1.869 -5.311
C -2.418 -1.183 -4.928
C -1.349 -1.956 -4.413
Sb -1.498 -1.786 -1.989
C -3.323 -2.898 -2.035
C -0.284 -3.530 -1.845
H -4.292 2.014 -3.406
H -4.086 2.189 -1.646
H -3.864 0.604 -2.403
H -2.609 3.948 -4.530
H -0.964 4.411 -4.047
H -2.339 4.739 -2.968
H -0.289 0.534 -4.458
H -1.049 1.907 -5.325
H -3.368 1.934 -5.912
H -5.367 0.697 -6.605
H -5.534 -1.759 -6.210
H -3.661 -2.941 -5.163
H -0.324 -1.618 -4.542
H -1.473 -3.036 -4.474
H -3.106 -3.878 -2.458
H -4.046 -2.371 -2.655
H -3.720 -3.005 -1.029
H -0.572 -4.224 -2.632
H -0.456 -3.990 -0.874
H 0.771 -3.284 -1.949
O -3.063 -1.772 1.059
S -1.904 -0.977 1.174
O -1.446 -0.487 2.545
O -0.592 -1.605 0.639
O -1.873 0.341 0.407
*
```

***

Record 3
Below is 8 unconnected molecules or ions with the total composition C33H50F7NO22P at a distorted geometry, with properties calculated with ωB97M-V/def2-TZVPD.

E_LUMO, eV: -2.1
M, g/mol: 976.708
E, Ha: -4037.559216
HOMO-LUMO gap, eV: 9.28
Highest occupied orbital energy, eV: -11.40

```
! RIJCOSX wB97M-V def2-TZVPD def2/J DEFGRID3
* xyz 1 1
C 9.276 -2.535 -1.770
O 8.168 -1.706 -1.249
C 7.320 -1.308 -2.378
C 6.717 0.199 -2.210
C 5.403 0.316 -3.178
C 4.239 1.290 -2.570
C 2.877 0.494 -2.176
C 1.638 1.499 -2.496
C 0.341 1.274 -1.528
P -1.110 0.737 -2.628
C -2.372 -0.284 -1.586
C -1.507 -1.559 -1.010
C -1.939 -2.980 -1.654
C -2.089 -2.989 -3.263
N -0.763 -3.190 -3.986
H 10.097 -1.916 -2.292
H 8.877 -3.331 -2.521
H 9.681 -3.124 -0.852
H 6.423 -2.033 -2.436
H 7.976 -1.335 -3.337
H 6.499 0.470 -1.105
H 7.555 0.922 -2.580
H 5.772 0.837 -4.154
H 5.014 -0.722 -3.494
H 4.620 1.923 -1.671
H 3.942 2.059 -3.399
H 2.915 0.233 -1.040
H 2.730 -0.492 -2.782
H 1.988 2.590 -2.352
H 1.314 1.323 -3.595
H 0.652 0.467 -0.740
H 0.041 2.209 -0.920
H -0.605 -0.214 -3.610
H -1.728 1.803 -3.363
H -3.268 -0.648 -2.211
H -2.778 0.389 -0.723
H -1.588 -1.620 0.150
H -0.366 -1.413 -1.226
H -1.073 -3.729 -1.407
H -2.891 -3.397 -1.155
H -2.678 -2.088 -3.700
H -2.730 -3.932 -3.529
H -0.170 -2.332 -3.902
H -1.014 -3.213 -5.005
C -5.298 4.690 -2.207
C -5.267 3.243 -1.841
O -4.106 2.768 -2.498
C -3.268 3.838 -2.563
O -2.082 3.757 -2.808
O -3.919 5.007 -2.312
F -6.342 2.590 -2.343
H -5.786 4.872 -3.168
H -5.785 5.301 -1.446
H -5.186 3.051 -0.763
C 6.259 -5.320 -2.151
C 4.969 -5.998 -1.823
O 3.998 -5.091 -2.298
C 4.590 -4.438 -3.338
O 3.989 -3.785 -4.160
O 5.943 -4.617 -3.341
F 4.816 -6.129 -0.485
H 6.569 -4.607 -1.380
H 7.071 -6.030 -2.319
H 4.836 -6.969 -2.309
C -3.192 1.174 2.831
C -4.473 0.481 3.161
O -5.457 1.381 2.695
C -4.879 2.044 1.658
O -5.491 2.695 0.841
O -3.524 1.881 1.647
F -4.618 0.339 4.497
H -2.885 1.885 3.605
H -2.373 0.474 2.654
H -4.599 -0.488 2.669
C -6.249 -1.785 7.371
C -6.219 -3.234 7.731
O -5.061 -3.707 7.076
C -4.220 -2.639 7.015
O -3.036 -2.719 6.771
O -4.871 -1.468 7.269
F -7.294 -3.883 7.226
H -6.737 -1.600 6.409
H -6.737 -1.176 8.135
H -6.139 -3.429 8.805
C -1.173 -4.946 7.329
C -0.767 -4.830 8.761
O -0.147 -6.070 9.024
C 0.372 -6.476 7.832
O 1.201 -7.349 7.712
O -0.153 -5.769 6.788
F -1.850 -4.712 9.565
H -2.142 -5.439 7.204
H -1.205 -3.979 6.825
H -0.063 -4.017 8.964
C 9.878 4.140 -1.547
C 9.076 4.072 -0.289
O 7.794 4.499 -0.698
C 7.695 4.142 -2.008
O 6.655 4.094 -2.624
O 8.913 3.834 -2.540
F 9.545 4.943 0.634
H 10.287 5.138 -1.733
H 10.696 3.417 -1.560
H 9.007 3.070 0.147
C -9.888 7.875 -1.981
C -9.863 6.427 -1.613
O -8.706 5.947 -2.265
C -7.860 7.012 -2.331
O -6.677 6.927 -2.574
O -8.508 8.187 -2.083
F -10.939 5.779 -2.115
H -10.374 8.056 -2.944
H -10.374 8.490 -1.221
H -9.784 6.238 -0.538
*
```